# 1
95
Properties=species:S:1:pos:R:3:lowdin_charge:R:1 method="wB97M-V/def2-TZVPD" relative_energy_kcal_mol=0.0 charge=-1 spin_multiplicity=1 total_energy_ha=-7747.302057 e_homo_ev=-4.62
I 0.82684 -0.96593 3.62832 0.9917
Sr -0.00016 0.89185 0.77737 1.1664
Br 1.99647 -4.79849 -4.36226 0.7731
Br -5.20437 3.29778 5.36183 0.7290
O -2.09815 0.03036 0.13999 -0.2904
O 4.90246 -2.33607 -4.04365 0.0570
N -1.76506 1.62334 2.71680 -0.0048
N -4.44364 -4.56518 -1.87788 0.0633
N -0.92077 -2.30946 0.76253 0.1088
N 1.72068 -0.79371 -0.50057 0.0089
N -3.80581 -5.35688 -2.59470 0.0534
N -2.65768 3.78288 -1.38376 -0.2505
N 5.09827 -3.98540 -2.51296 0.1589
C -2.05315 -2.33156 0.01681 -0.1359
C 3.56636 -2.14362 -2.08447 -0.1483
C 3.47756 2.42336 4.36381 -0.1861
C -3.82623 -3.46054 -1.22712 -0.2773
C -0.35670 3.15850 -2.26071 -0.2892
C 2.71055 -1.20469 -2.63759 0.0147
C -3.80108 2.61285 4.28983 -0.6877
C -2.92460 0.97551 2.82263 -0.1249
C 1.66962 2.02262 2.66901 -0.2188
C 1.48749 4.32676 -3.31453 -0.1256
C 0.13676 4.01510 -3.24795 -0.0931
C -1.85188 2.89313 -2.23675 -0.1830
C 3.07252 -0.13574 5.42243 -0.1850
C 2.90710 4.16234 2.80457 -0.0990
C 2.54776 -1.69329 0.02627 -0.1360
C -2.60666 3.30018 4.20078 -0.0985
C 1.93228 3.30919 2.23207 -0.1911
C 4.26326 1.94949 5.44443 -0.0579
C -2.01397 -4.73911 -0.05554 -0.0188
C -3.90463 -1.05434 -0.92102 -0.0129
C -1.61543 -6.26312 -2.96937 -0.0448
C -2.40478 3.58385 0.02940 -0.1238
C 2.47104 1.59860 3.77842 -0.2832
C -3.97727 1.42582 3.60453 -0.0942
C -4.46687 -2.24836 -1.36345 -0.0459
C 3.67351 3.72662 3.84571 -0.0717
C -1.61246 2.75383 3.40258 -0.1205
C -0.35309 -3.44829 1.07160 -0.1779
C -0.87732 -4.69928 0.69824 -0.0477
C 0.18986 -4.94765 -3.80103 -0.6799
C 3.48125 -2.39149 -0.72050 -0.0056
C 2.34787 3.77018 -2.37935 -0.1277
C -1.93780 -3.92198 -3.41622 -0.0134
C -2.63237 -3.53256 -0.45336 -0.1163
C -0.62338 -3.82603 -3.84177 -0.1081
C -2.66914 -1.03344 -0.25901 -0.3904
C -2.53205 5.17857 -1.74735 -0.1246
C 1.80592 -0.55461 -1.81251 -0.1026
C 1.84075 2.91362 -1.40540 -0.1978
C 2.31666 0.31523 4.37949 -0.6197
C 4.07272 0.70205 5.96168 -0.1072
C -0.29298 -6.17137 -3.37348 -0.1296
C 0.48267 2.56020 -1.29622 -0.1979
C -2.43205 -5.13936 -2.95470 -0.2885
C 4.56577 -2.81887 -2.98253 -0.5442
H -4.40148 -0.10874 -1.09697 0.1095
H -0.38572 -5.60769 1.02126 0.1004
H -3.01727 0.06762 2.24189 0.1046
H 1.14120 0.21136 -2.19833 0.0979
H 4.67835 0.34669 6.78633 0.0932
H -2.26078 2.97891 -3.25011 0.1096
H 4.14964 -3.07822 -0.21818 0.1095
H 2.90732 -1.12143 5.83623 0.0760
H 5.67002 -4.49599 -3.16457 0.1075
H -2.44457 4.22667 4.73163 0.1028
H -3.25299 5.76617 -1.17326 0.0746
H -2.57168 2.53403 0.27599 0.0543
H -0.22952 -2.88146 -4.19109 0.1037
H -2.56775 -3.04301 -3.42841 0.1222
H -2.45587 -5.68712 -0.33293 0.1088
H -0.64255 3.23202 3.31634 0.1009
H -0.54464 4.44095 -3.98108 0.0947
H -4.90176 0.87040 3.66253 0.1029
H -2.75607 5.30395 -2.80910 0.0778
H 2.56061 2.49912 -0.69673 0.0732
H -5.41159 -2.23564 -1.89577 0.1102
H 3.40931 3.99613 -2.41354 0.0858
H 1.38617 3.71185 1.37700 0.0646
H -1.38097 3.86406 0.33107 0.0768
H -2.03136 -7.21084 -2.65102 0.1129
H 0.55629 -3.39639 1.66303 0.0581
H -2.03315 1.87460 -1.88451 0.0976
H 5.02350 2.60430 5.85721 0.1028
H 4.60319 -4.51619 -1.81882 0.0882
H 1.86172 4.98954 -4.08685 0.0847
H 0.35025 -7.04037 -3.36584 0.0967
H 2.46654 -1.84620 1.09674 0.0651
H 3.05340 5.15989 2.40266 0.0941
H 4.43618 4.35806 4.28878 0.0981
H -3.10701 4.18842 0.61138 0.0837
H -1.52754 5.59079 -1.56316 0.0844
H 2.76810 -0.97962 -3.69323 0.1242

=====

# 2
16
Properties=species:S:1:pos:R:3:lowdin_charge:R:1 method="wB97M-V/def2-TZVPD" relative_energy_kcal_mol=13.2 charge=-1 spin_multiplicity=1 total_energy_ha=-1509.357387 e_homo_ev=-3.58
K 9.82318 24.75362 -17.00537 0.8907
S 12.54265 24.73216 -18.74520 0.0637
O 11.84542 23.57418 -18.16754 -0.5326
O 12.20687 24.83531 -20.13176 -0.3988
O 12.12290 25.95878 -18.06690 -0.4859
O 13.97381 24.49853 -18.61357 -0.4005
N 12.83632 25.42276 -15.47628 0.0232
C 12.78009 24.36969 -14.65919 -0.1650
C 13.16718 26.54909 -14.74229 -0.1068
C 13.35586 26.13611 -13.40861 -0.1434
C 13.15148 24.75621 -13.36799 -0.1444
H 12.64908 25.51910 -16.46408 0.0398
H 12.61806 23.38378 -15.06923 0.1095
H 13.54148 26.69034 -12.50044 0.0720
H 13.28815 27.45399 -15.31926 0.1035
H 13.16701 24.08915 -12.51876 0.0751

=====

# 3
85
Properties=species:S:1:pos:R:3:lowdin_charge:R:1 method="wB97M-V/def2-TZVPD" relative_energy_kcal_mol=61.7 charge=-1 spin_multiplicity=1 total_energy_ha=-1796.234646 e_homo_ev=-5.90
O -0.65258 -1.19587 0.40586 -0.4231
N -2.58058 0.31113 -3.65714 0.0186
N 0.62242 -2.14087 2.49786 -0.0356
N 1.30642 -1.35387 -1.46514 -0.0132
N 0.70442 0.44913 3.90386 0.0476
N 2.06542 3.35013 -1.30714 -0.0165
N -2.03958 -2.03587 -1.62114 0.0336
N -2.91058 -1.86487 2.00786 0.0054
N 3.64742 0.85313 -0.33414 -0.0146
C 2.27742 -0.92487 -3.43814 -0.1003
C -1.68358 -2.33787 -2.87114 -0.2147
C 1.28342 -0.46587 -2.57714 -0.1469
C 1.22642 2.52713 4.66486 -0.0568
C 0.73942 3.20813 -1.69414 -0.1107
C 0.53842 4.35613 -2.45614 -0.0820
C -2.28858 0.57013 -5.02314 -0.1487
C 4.84042 1.69713 -0.41914 -0.1233
C -2.14258 1.87713 -5.08214 -0.1241
C -4.71258 -3.02887 2.60886 -0.1026
C -0.22358 2.37013 4.27686 -0.1000
C 4.98842 2.47413 0.73486 -0.0732
C 2.34842 -2.29287 -1.49414 -0.1673
C 1.83642 5.17713 -2.51214 -0.0711
C -2.69758 1.45313 -2.88014 -0.1319
C -0.92958 0.13713 0.41186 -0.2326
C -0.00658 -2.65587 3.61186 -0.1423
C 1.70642 1.24113 4.36486 -0.1578
C 2.31542 -2.75887 3.62986 -0.1295
C 2.97442 -2.17487 -2.72814 -0.1028
C -2.26958 2.50813 -3.64114 -0.0668
C -2.69958 -2.97087 -3.47114 -0.0806
C -3.79558 -1.01987 2.62386 -0.1790
C 1.07642 -2.98487 4.44986 -0.0981
C -3.51458 -3.13787 1.98586 -0.1526
C 3.70842 2.18613 1.43486 -0.1196
C 1.98142 -2.11187 2.53386 -0.2004
C 3.03042 1.06313 0.89786 -0.1538
C -3.87958 -2.87187 -2.49414 -0.0545
C 2.75042 4.51013 -1.70214 -0.1096
C -3.42658 -1.99887 -1.49414 -0.1145
C -4.91358 -1.61887 3.03686 -0.0655
C -0.47658 1.12813 3.85786 -0.1620
H -3.33958 -0.02587 2.68186 0.1079
H -5.35058 -3.87487 2.81386 0.0755
H -2.94558 1.40113 -1.80014 0.1091
H -5.50258 -1.02187 3.45186 0.0060
H 2.08142 5.93213 -3.12614 0.0232
H 3.83442 -2.79487 -3.31114 0.1156
H 5.73742 3.12213 1.02586 0.0572
H -1.18758 0.48813 1.50186 0.0898
H -1.06458 3.12113 4.36386 0.1026
H 3.74642 4.53013 -1.51614 0.0596
H 2.70642 0.89413 4.50786 0.1025
H 0.86942 -0.49087 3.65086 0.0629
H 2.64042 2.52813 -0.77114 0.1381
H -0.10258 -1.76987 1.70786 0.1086
H 2.68142 -0.54487 -4.43614 0.0888
H -4.91658 -3.25987 -2.66314 0.0840
H 0.44742 0.24413 -2.70814 0.1090
H 1.72642 3.25513 5.23586 0.0570
H -0.78958 -2.36287 -3.19814 0.0497
H -2.87658 -3.96187 1.49086 0.1437
H -0.20358 0.68013 -0.01214 0.0049
H -0.33958 4.40713 -3.15114 0.0587
H -2.58458 -0.61087 -3.46314 0.0092
H 0.15242 2.43813 -1.47714 0.0347
H -2.67058 -3.37587 -4.43514 0.0642
H -1.42558 -1.81787 -0.84214 0.0590
H 1.90842 0.73113 1.22386 0.1577
H 2.62242 -1.81687 1.78386 0.0766
H -2.22358 -0.15987 -5.85114 0.1192
H 3.29142 -2.91787 4.17786 0.1023
H 5.65342 1.56113 -1.19514 0.1170
H -1.69558 2.37713 -6.03314 0.1068
H 2.60042 -2.83787 -0.59514 0.0928
H 0.60242 -1.14287 -0.71314 0.0778
H 3.30742 2.55613 2.44786 0.0941
H -3.81258 -1.76387 -0.51914 0.0885
H 0.92642 -3.40887 5.54086 0.1110
H -1.96358 3.52913 -3.48214 0.0438
H -1.87958 0.33513 -0.10014 0.0610
H -1.31358 0.72913 3.60286 0.0269
H 3.41342 0.09513 -0.95714 0.0921
H -0.98158 -2.80287 3.90286 0.0742
H -1.90458 -1.69387 1.66786 0.1101

=====

# 4
48
Properties=species:S:1:pos:R:3:lowdin_charge:R:1 method="wB97M-V/def2-TZVPD" relative_energy_kcal_mol=0.0 charge=0 spin_multiplicity=1 total_energy_ha=-1894.562297 e_homo_ev=-7.20
S -0.02654 -2.43883 -1.51910 0.5184
P 1.62882 0.97581 -0.45317 0.8202
Na -1.03497 -0.07714 -0.68924 0.2266
O 1.68585 0.52218 1.10657 -0.3078
O 3.05328 0.38193 -0.96675 -0.2995
O 1.91045 2.54402 -0.25152 -0.3044
N -3.21145 0.80103 -0.03244 0.0747
N -0.21941 -4.51666 0.07611 0.0422
N -1.84753 -3.01040 0.47955 -0.0340
N -2.32733 -1.75860 0.27793 -0.0171
C 3.10708 -0.19367 -2.28801 -0.2976
C 3.65999 0.80589 -3.27889 -0.0788
C -3.67018 2.03731 -0.19160 -0.1312
C -4.94153 2.44646 0.17356 -0.0653
C -3.51313 -1.50516 0.69885 -0.2778
C 1.82701 -0.88220 1.42886 -0.2868
C 3.20635 -1.14222 1.98735 -0.0710
C 3.07101 3.01746 0.46347 -0.2784
C -5.77820 1.50396 0.74533 -0.0587
C -5.31430 0.21256 0.92095 -0.0153
C 3.91457 3.86063 -0.46478 -0.0707
C -4.01851 -0.12295 0.51865 -0.2081
C -4.41199 -2.51962 1.34773 -0.0420
C -0.79393 -3.31842 -0.24821 -0.9074
H -5.25169 3.46928 0.01464 0.1028
H 3.33096 4.68557 -0.87314 0.0787
H -2.97971 2.74804 -0.63399 0.1098
H -5.95384 -0.53170 1.36957 0.1008
H 4.76861 4.27506 0.07295 0.0785
H -3.91406 -3.48271 1.36005 0.0575
H 3.96658 -0.91918 1.23877 0.0706
H 3.74853 0.35299 -4.26719 0.0778
H -6.78153 1.76733 1.05384 0.1095
H 2.70663 3.59631 1.31222 0.1187
H -4.64775 -2.23188 2.37516 0.0855
H -5.35378 -2.61250 0.80317 0.0812
H 3.00457 1.67495 -3.35597 0.0761
H 3.29760 -2.19117 2.27386 0.0796
H 0.38237 -4.92689 -0.61517 0.0622
H 3.63846 2.17104 0.85076 0.1051
H 1.63295 -1.49330 0.54440 0.0591
H 4.64788 1.14594 -2.96596 0.0752
H -0.77914 -5.13432 0.64257 0.0858
H 1.05220 -1.10593 2.16305 0.1197
H 3.38853 -0.52645 2.86870 0.0780
H 2.10935 -0.53543 -2.57526 0.0726
H 3.74395 -1.07360 -2.20694 0.1203
H 4.28691 3.25518 -1.29131 0.0648